[1]
{
  "formula": "C21H20BCuF2NPS2Te",
  "method": "wB97M-V/def2-TZVPD",
  "symbols": ["Te", "Cu", "S", "S", "P", "F", "F", "N", "C", "C", "C", "C", "C", "C", "C", "C", "C", "C", "C", "C", "C", "C", "C", "C", "C", "C", "C", "C", "C", "B", "H", "H", "H", "H", "H", "H", "H", "H", "H", "H", "H", "H", "H", "H", "H", "H", "H", "H", "H", "H"],
  "coordinates": [[-16.8320, -2.3640, -16.5530], [-17.4073, 1.1842, -15.4376], [-15.8348, -0.2153, -15.3034], [-14.8948, -1.8004, -12.6838], [-13.4384, -0.5818, -11.8961], [-15.7143, 0.9794, -12.8292], [-17.4979, -0.7070, -12.9897], [-21.4218, 7.0829, -14.1958], [-15.0463, -2.7383, -17.7109], [-14.6854, 0.9015, -8.3795], [-20.8236, 6.0955, -14.4395], [-20.4300, 4.1238, -15.7213], [-10.4472, -3.0256, -13.0283], [-18.3135, 3.4743, -13.9957], [-18.4867, 2.7183, -15.1400], [-14.5459, -0.1609, -7.4752], [-9.6108, -3.2175, -11.8952], [-16.6715, -4.2556, -15.5032], [-11.6317, -2.2911, -12.9439], [-13.9059, -0.5493, -10.0824], [-9.9418, -2.5459, -10.7243], [-14.4054, 0.6749, -9.6733], [-14.2593, -1.4108, -7.9116], [-11.9316, -1.7051, -11.7297], [-13.9363, -1.6797, -9.2369], [-10.9927, -1.6944, -10.6898], [-19.0150, 4.6890, -13.8863], [-19.6174, 3.0162, -15.8906], [-20.0033, 5.0161, -14.7441], [-16.1947, -0.1959, -13.3666], [-17.5386, 3.3341, -13.2188], [-14.6511, -0.0531, -6.3986], [-9.3419, -2.6514, -9.7640], [-14.2966, -3.2680, -17.1302], [-21.2528, 4.2241, -16.3955], [-16.5258, -3.9545, -14.4585], [-14.7523, -1.7776, -18.0319], [-18.7316, 5.2833, -13.0427], [-11.2727, -1.0555, -9.8829], [-14.7190, 1.3936, -10.3972], [-19.8364, 2.2962, -16.6774], [-13.6659, -2.6698, -9.6188], [-14.3702, -2.1446, -7.1162], [-17.4915, -4.9359, -15.6258], [-8.6940, -3.7923, -11.9179], [-15.7286, -4.5860, -15.9491], [-10.1699, -3.3895, -13.9883], [-15.1771, 1.8036, -7.9779], [-15.3214, -3.3839, -18.5650], [-12.4596, -2.2973, -13.6656]],
  "forces_ev_per_angstrom": [[-1.6, -2.8, -1.1], [0.1, 0.6, 0.0], [1.6, 2.7, 1.7], [-0.4, 0.1, 0.1], [0.5, -0.2, 1.2], [-0.8, -0.3, 0.8], [1.7, 1.1, -0.1], [1.2, -2.5, -0.5], [-1.1, -1.4, 0.0], [-1.1, 0.1, 3.0], [-1.9, 4.5, 0.7], [1.5, -1.3, -0.4], [0.4, 0.2, 0.8], [0.3, 2.2, 0.2], [0.1, -1.5, 0.6], [-0.1, 1.4, 0.4], [-0.8, 0.5, -0.8], [0.6, 0.4, -0.2], [0.1, -1.3, 0.7], [0.0, -1.3, -1.1], [2.0, -0.5, 1.6], [-0.2, 0.0, -0.7], [0.1, -1.6, 0.3], [-0.6, 1.4, -0.7], [0.4, 1.3, -0.4], [-2.4, 0.4, -0.7], [2.1, -1.8, 1.5], [-0.6, -0.1, -1.1], [-1.9, -0.2, -0.7], [-0.1, -1.5, -1.4], [-0.4, -0.4, -0.7], [-0.4, 0.4, -0.2], [-0.5, 0.0, -1.5], [0.2, 0.3, 0.3], [-0.6, 0.6, 0.0], [0.0, -0.3, -0.3], [0.7, 1.0, -0.4], [-0.3, 0.7, 0.3], [0.3, 0.0, 0.9], [0.4, 0.5, -0.6], [-0.3, 0.3, -0.1], [-0.2, 0.4, 0.2], [0.4, -0.5, -0.4], [-0.2, -0.5, -0.1], [-0.1, -0.2, -0.3], [-0.3, -0.6, 0.4], [0.3, -0.7, -0.6], [0.6, -0.2, -0.6], [0.2, 0.5, 0.3], [0.8, 0.0, -0.3]],
  "lumo_ev": 4.27,
  "largest_force_ev_per_a": 4.97,
  "total_charge": -2,
  "relative_energy_kj_mol": 0.0,
  "spin_multiplicity": 1
}

[2]
{
  "formula": "C21H20Cl3F12GeNO5S2SeV",
  "method": "wB97M-V/def2-TZVPD",
  "symbols": ["Se", "Ge", "V", "Cl", "Cl", "Cl", "S", "S", "F", "F", "F", "F", "F", "F", "F", "F", "F", "F", "F", "F", "O", "O", "O", "O", "O", "N", "C", "C", "C", "C", "C", "C", "C", "C", "C", "C", "C", "C", "C", "C", "C", "C", "C", "C", "C", "C", "C", "H", "H", "H", "H", "H", "H", "H", "H", "H", "H", "H", "H", "H", "H", "H", "H", "H", "H", "H", "H"],
  "coordinates": [[-2.3383, 1.3919, -1.3511], [-3.8277, 0.3235, -4.0564], [1.4383, -0.0261, 1.2665], [0.0188, 1.9318, 1.3024], [2.4428, 1.8846, 6.1574], [1.3050, -1.3293, -1.6400], [3.1357, 1.3980, 0.2075], [2.1566, 0.5803, 3.3115], [7.2383, -0.0864, -1.1963], [-1.0215, -3.8583, 3.6698], [5.4903, 0.9469, -1.9369], [0.9708, -3.4267, 2.9473], [-1.5659, -2.2003, -0.0413], [-2.7147, -1.6774, 3.5544], [-2.5915, -3.3673, 1.4584], [-1.2887, -0.0617, 3.4631], [6.3702, 1.5297, -0.0505], [0.0590, -2.1356, 4.4082], [-0.6136, -3.9450, 0.8087], [-2.5419, -0.4735, 1.7617], [1.3822, -2.5263, -0.8597], [2.5907, -0.9536, -2.1283], [0.2384, -1.2436, 1.6539], [0.3359, -1.4134, -2.6696], [0.8359, -0.2208, -0.7159], [3.1652, -1.0081, 1.0101], [5.1980, -0.5094, -0.1067], [-4.3953, -1.2792, -3.0966], [5.6022, -1.8055, 0.1063], [-0.5036, 3.6758, 3.2627], [0.2677, 2.5868, 2.9139], [1.3239, 2.5552, 5.0242], [-3.6808, 1.7646, -2.7204], [-2.1299, -0.0270, -4.9527], [3.9335, -0.1156, 0.3573], [4.7705, -2.7125, 0.7702], [1.1939, 1.9793, 3.7543], [-1.3986, -2.9013, 1.0670], [-0.3431, 4.2118, 4.5294], [0.5701, 3.6514, 5.4074], [-0.1872, -2.8791, 3.3288], [3.5474, -2.2805, 1.2061], [-5.1771, 0.8626, -5.3719], [6.0739, 0.4759, -0.8304], [-1.8619, -1.0408, 2.7554], [-0.7722, -2.0028, 2.1847], [-0.8159, 2.1447, -2.3009], [-0.9321, 5.0659, 4.8323], [0.7054, 4.0569, 6.4000], [-3.4759, 2.7457, -3.1488], [-4.6329, 1.8374, -2.1919], [-1.7793, 0.8427, -5.5098], [-5.3328, -1.1077, -2.5660], [5.0725, -3.7365, 0.9272], [-5.3529, 0.0640, -6.0934], [-4.8459, 1.7472, -5.9174], [-0.8634, 3.2314, -2.2949], [6.5700, -2.1239, -0.2558], [-1.2126, 4.0879, 2.5584], [-2.2638, -0.8485, -5.6582], [-3.6300, -1.5600, -2.3722], [-0.8112, 1.7752, -3.3226], [0.0916, 1.8015, -1.8092], [2.8385, -2.9258, 1.7032], [-6.1242, 1.0960, -4.8841], [-4.5382, -2.1112, -3.7868], [-1.3683, -0.3260, -4.2329]],
  "forces_ev_per_angstrom": [[0.1, 0.0, 0.0], [0.0, 0.0, 0.0], [0.1, 0.1, -0.7], [0.0, 0.1, 0.0], [0.0, 0.0, 0.0], [0.0, 0.0, -0.1], [-0.1, 0.0, 0.1], [0.0, 0.0, 0.1], [0.0, 0.0, 0.0], [0.0, 0.0, 0.0], [0.0, 0.0, 0.0], [0.0, 0.0, 0.0], [0.1, 0.0, -0.1], [0.0, 0.0, 0.0], [0.0, 0.0, 0.0], [0.0, 0.0, 0.0], [0.0, 0.0, 0.0], [0.0, 0.0, 0.0], [0.0, 0.0, 0.0], [0.0, 0.0, 0.0], [-0.1, 0.0, 0.0], [0.0, 0.0, 0.0], [-0.2, -0.3, 0.3], [0.0, 0.0, 0.0], [0.1, 0.0, 0.3], [0.1, 0.0, 0.0], [0.0, 0.0, 0.0], [0.0, 0.0, 0.0], [0.0, 0.0, 0.0], [0.0, 0.0, 0.0], [0.0, 0.0, 0.0], [0.0, 0.0, 0.0], [-0.1, 0.0, 0.0], [0.0, 0.0, 0.0], [0.0, 0.0, 0.0], [0.0, 0.0, 0.0], [0.0, 0.0, 0.0], [0.0, 0.0, 0.1], [0.0, 0.0, 0.0], [0.0, 0.0, 0.0], [0.0, 0.0, 0.0], [0.0, 0.0, 0.0], [0.0, 0.0, 0.0], [0.0, 0.0, 0.0], [0.0, 0.1, 0.0], [0.0, 0.0, -0.1], [0.0, 0.0, 0.0], [0.0, 0.0, 0.0], [0.0, 0.0, 0.0], [0.0, 0.0, 0.0], [0.0, 0.0, 0.0], [0.0, 0.0, 0.0], [0.0, 0.0, 0.0], [0.0, 0.0, 0.0], [0.0, 0.0, 0.0], [0.0, 0.0, 0.0], [0.0, 0.0, 0.0], [0.0, 0.0, 0.0], [0.0, 0.0, 0.0], [0.0, 0.0, 0.0], [0.0, 0.0, 0.0], [0.0, 0.0, 0.0], [0.0, 0.0, 0.0], [0.0, 0.0, 0.0], [0.0, 0.0, 0.0], [0.0, 0.0, 0.0], [0.0, 0.0, 0.0]],
  "s2": 0.78,
  "lumo_ev": [-2.29, -1.68],
  "largest_force_ev_per_a": 0.70,
  "total_charge": 0,
  "relative_energy_kj_mol": 70.2,
  "spin_multiplicity": 2
}

[3]
{
  "formula": "C21H20Cl3O6RuS3Si",
  "method": "wB97M-V/def2-TZVPD",
  "symbols": ["Ru", "Cl", "Cl", "Cl", "S", "S", "S", "Si", "O", "O", "O", "O", "O", "O", "C", "C", "C", "C", "C", "C", "C", "C", "C", "C", "C", "C", "C", "C", "C", "C", "C", "C", "C", "C", "C", "H", "H", "H", "H", "H", "H", "H", "H", "H", "H", "H", "H", "H", "H", "H", "H", "H", "H", "H", "H"],
  "coordinates": [[0.9341, 0.4574, -0.4581], [1.0303, 3.6148, -2.9098], [0.4295, 0.9195, -4.5159], [3.3560, 1.5181, -3.4368], [2.6086, -1.5774, -0.7604], [-2.2110, 1.1735, 0.7557], [-0.6908, -1.5650, -0.7056], [1.3823, 1.5267, -2.6479], [0.5689, -0.5946, 2.0080], [4.3515, 1.6186, 2.2859], [0.1526, 2.0614, 0.9756], [-2.7568, 2.2624, 1.5817], [0.8005, 3.6246, 2.4146], [2.8618, 1.1789, 0.7002], [0.2304, -2.7434, -1.5885], [1.4449, -1.5132, 3.9161], [-2.1741, 3.6743, -2.4264], [-2.1163, 3.1475, -1.1464], [-2.4627, 1.4638, -3.3193], [-2.3581, 2.8322, -3.5114], [-3.6990, 0.0599, 0.5375], [2.3060, -3.7560, -2.3011], [-2.4176, 0.9363, -2.0402], [0.2240, -4.7298, -2.9693], [2.2980, 0.6461, 2.9807], [0.1623, -0.7469, 4.2853], [0.6260, 2.4641, 2.0763], [0.9461, 1.3658, 3.1612], [-2.2587, 1.7854, -0.9553], [1.8332, -0.7799, 2.6180], [1.6410, -2.7433, -1.6061], [-0.0098, 0.1701, 3.0489], [3.2628, 1.2271, 1.8813], [-0.4526, -3.7558, -2.2653], [1.6143, -4.7306, -2.9877], [-1.0412, 0.4264, 2.8136], [-4.0802, -0.1389, 1.5352], [-1.9639, 3.7711, -0.2793], [0.8784, 1.8773, 4.1260], [-1.5324, -3.7579, -2.2278], [-3.3573, -0.8594, 0.0741], [2.1519, -5.4923, -3.5387], [1.2291, -2.5607, 3.6964], [2.5024, -1.3301, 1.9558], [-0.3252, -5.4928, -3.5066], [-2.5710, 0.8002, -4.1662], [3.3865, -3.7391, -2.2942], [-0.6922, -1.4169, 4.3883], [-2.3837, 3.2387, -4.5129], [2.2179, -1.4637, 4.6822], [-2.5017, -0.1283, -1.8964], [-4.4585, 0.5525, -0.0580], [-2.0608, 4.7391, -2.5764], [2.8776, 0.6496, 3.9076], [0.2667, -0.1673, 5.2021]],
  "forces_ev_per_angstrom": [[1.5, -1.6, 1.9], [0.0, -0.4, 0.5], [0.2, -0.2, 0.8], [-0.2, -0.3, 0.5], [-1.3, 2.0, -0.1], [-1.6, -1.2, -1.1], [1.2, 1.9, 0.1], [0.2, -0.2, -0.3], [0.0, -0.1, -0.8], [0.5, 0.3, -0.2], [-0.3, -0.6, -2.4], [-0.1, 0.8, 0.8], [-0.1, 0.3, -0.1], [-1.1, -0.2, -2.8], [0.4, -0.3, -0.3], [0.0, -0.1, -0.2], [-0.2, -0.1, 0.0], [0.0, 0.1, 0.3], [-0.2, 0.1, 0.0], [0.0, 0.1, 0.0], [0.7, 0.3, 0.0], [0.0, 0.1, 0.0], [-0.2, -0.1, -0.1], [0.1, -0.3, -0.1], [0.7, 0.2, -0.6], [-0.2, 0.0, -0.1], [0.8, -0.4, 1.8], [-0.5, 0.5, -0.5], [0.2, -0.1, 0.2], [0.9, -0.4, 0.6], [-0.4, -0.3, -0.1], [-0.4, 0.5, 0.7], [-0.7, -0.6, 2.3], [0.1, 0.1, 0.1], [-0.1, -0.2, -0.1], [0.2, -0.1, 0.0], [0.1, 0.0, 0.2], [0.0, 0.1, 0.1], [0.0, -0.1, -0.1], [-0.1, 0.0, -0.1], [-0.1, -0.2, -0.1], [0.0, 0.0, 0.0], [0.0, 0.0, 0.0], [-0.2, 0.1, 0.0], [0.0, 0.0, 0.0], [0.0, 0.0, 0.0], [0.1, 0.0, -0.1], [0.0, 0.0, 0.0], [0.0, 0.0, -0.1], [0.1, 0.0, 0.0], [0.0, -0.1, 0.0], [-0.1, 0.1, -0.1], [0.0, 0.0, 0.0], [-0.1, 0.0, -0.1], [-0.1, 0.0, 0.0]],
  "s2": 0.79,
  "lumo_ev": [4.09, 4.13],
  "largest_force_ev_per_a": 3.01,
  "total_charge": -2,
  "relative_energy_kj_mol": 400.6,
  "spin_multiplicity": 2
}

[4]
{
  "formula": "C21H20ClN5O",
  "method": "wB97M-V/def2-TZVPD",
  "symbols": ["Cl", "O", "N", "N", "N", "N", "N", "C", "C", "C", "C", "C", "C", "C", "C", "C", "C", "C", "C", "C", "C", "C", "C", "C", "C", "C", "C", "C", "H", "H", "H", "H", "H", "H", "H", "H", "H", "H", "H", "H", "H", "H", "H", "H", "H", "H", "H", "H"],
  "coordinates": [[2.6215, -1.4041, 4.2989], [0.7011, -0.7106, 1.7911], [1.2575, 0.0233, -0.2321], [-4.0851, 3.6518, -2.8658], [1.1532, 1.7646, -3.3944], [-0.0317, 2.3803, -3.6025], [-4.1353, 3.0781, -1.6547], [-0.0669, 0.6939, -0.2686], [-2.9806, 2.4590, -1.3334], [1.1768, 1.1497, -2.1989], [-5.7868, 1.8732, -0.3195], [2.6450, -2.6582, 1.8688], [-2.8756, 3.3848, -3.3257], [2.2765, -4.0170, 3.8410], [2.5339, -3.8172, 1.1041], [2.1217, 0.3357, -1.3855], [2.2945, -5.0534, 1.6785], [-5.9350, 1.5950, 0.9658], [-0.0241, 1.3497, -1.6042], [2.8732, -1.3528, 1.1599], [4.1140, -1.3042, 0.2936], [-0.7650, 2.1273, -2.5242], [4.0601, -0.5067, 1.5538], [-5.3265, 3.2042, -0.8318], [-2.1253, 2.6285, -2.4004], [2.1676, -5.1520, 3.0564], [2.5064, -2.7833, 3.2484], [1.5521, -0.6445, 0.9193], [3.0082, 0.9043, -1.0903], [-2.8645, 1.9454, -0.3928], [-6.0742, 3.6592, -1.4804], [1.8674, 1.8313, -4.0955], [-0.1580, 1.3933, 0.5668], [4.6451, -0.8155, 2.4072], [1.9846, -6.1104, 3.5241], [2.1794, -4.0743, 4.9162], [3.9303, 0.5649, 1.4646], [-5.1354, 3.8860, -0.0002], [4.1325, -0.7939, -0.6523], [-0.8584, -0.0480, -0.1490], [4.7055, -2.2097, 0.3083], [-5.9988, 1.1220, -1.0741], [-2.5701, 3.7291, -4.2997], [-5.7170, 2.3324, 1.7301], [2.2093, -5.9336, 1.0554], [-6.2838, 0.6266, 1.2983], [2.4415, -0.5712, -1.9031], [2.6394, -3.7331, 0.0286]],
  "forces_ev_per_angstrom": [[0.0, 0.0, 0.0], [0.0, 0.0, 0.0], [0.1, 0.2, 0.1], [0.0, 0.0, 0.0], [0.0, 0.1, 0.0], [0.0, -0.1, -0.1], [0.0, 0.0, 0.0], [0.0, 0.0, 0.0], [0.0, 0.0, 0.0], [0.0, 0.0, 0.0], [0.0, 0.0, 0.0], [0.0, 0.0, 0.1], [0.0, 0.0, 0.0], [0.0, 0.0, 0.0], [0.0, 0.0, 0.0], [0.0, -0.1, 0.0], [0.0, 0.0, 0.0], [0.0, 0.0, 0.0], [0.0, 0.0, 0.0], [0.0, 0.0, 0.0], [0.0, 0.0, 0.0], [0.0, 0.1, 0.0], [0.0, 0.1, 0.0], [0.0, 0.0, 0.0], [0.0, 0.0, 0.0], [0.0, 0.0, 0.0], [0.0, 0.0, 0.0], [-0.1, -0.1, -0.1], [0.0, 0.0, 0.0], [0.0, 0.0, 0.0], [0.0, 0.0, 0.0], [0.0, 0.0, 0.0], [0.0, 0.0, 0.0], [0.0, 0.0, 0.0], [0.0, 0.0, 0.0], [0.0, 0.0, 0.0], [0.0, 0.0, 0.0], [0.0, 0.0, 0.0], [0.0, 0.0, 0.0], [0.0, 0.0, 0.0], [0.0, 0.0, 0.0], [0.0, 0.0, 0.0], [0.0, 0.0, 0.0], [0.0, 0.0, 0.0], [0.0, 0.0, 0.0], [0.0, 0.0, 0.0], [0.0, 0.0, 0.0], [0.0, 0.0, 0.0]],
  "smiles": "C=CCn1cc(-c2n[nH]c3c2CN(C(=O)C2(c4ccccc4Cl)CC2)C3)cn1",
  "lumo_ev": 0.47,
  "largest_force_ev_per_a": 0.25,
  "total_charge": 0,
  "relative_energy_kj_mol": 205.7,
  "spin_multiplicity": 1
}